C26H78O13S7 | wB97M-V/def2-TZVPD

CARTESIAN COORDINATES (ANGSTROEM)
C1 -12.98 23.05 46.84
C2 -14.19 22.28 46.20
O1 -15.40 22.67 46.87
H1 -13.34 24.18 47.14
H2 -11.92 22.64 46.37
H3 -13.04 22.70 47.75
H4 -14.05 21.34 46.16
H5 -14.26 22.58 45.12
H6 -16.02 22.05 46.35
C3 -15.31 26.74 46.97
C4 -14.26 27.87 47.16
O2 -14.79 28.86 46.35
H7 -16.36 26.94 47.42
H8 -14.82 25.85 47.41
H9 -15.37 26.65 45.91
H10 -13.17 27.54 46.90
H11 -14.26 28.23 48.22
H12 -14.52 29.07 45.40
C5 -20.39 21.45 49.32
C6 -21.10 22.59 48.47
O3 -22.03 21.96 47.59
H13 -19.78 20.68 48.80
H14 -20.96 20.82 49.89
H15 -19.57 21.92 50.03
H16 -20.36 23.16 47.71
H17 -21.60 23.27 49.17
H18 -22.45 22.57 47.18
C7 -20.00 26.34 48.07
C8 -18.94 27.53 48.10
O4 -19.58 28.77 48.45
H19 -20.71 26.44 48.95
H20 -19.50 25.45 47.66
H21 -20.63 26.67 47.24
H22 -18.46 27.60 47.20
H23 -18.01 27.20 48.75
H24 -19.50 29.49 47.76
C9 -16.41 25.13 36.91
C10 -15.74 25.60 38.24
O5 -15.90 24.43 39.13
H25 -17.48 24.76 37.04
H26 -15.83 24.27 36.50
H27 -16.66 26.03 36.27
H28 -16.43 26.18 38.64
H29 -14.97 26.20 38.03
H30 -15.68 24.57 39.96
C11 -18.68 24.41 44.51
C12 -17.31 24.29 43.75
O6 -17.42 24.89 42.39
H31 -18.76 25.46 44.38
H32 -18.90 23.95 45.36
H33 -19.52 23.92 43.96
H34 -17.16 23.09 43.88
H35 -16.50 24.79 44.17
H36 -16.40 25.01 41.98
C13 -20.27 27.91 42.99
S1 -20.17 26.53 41.88
O7 -21.55 25.84 41.99
C14 -20.16 27.24 40.27
H37 -21.13 28.63 42.75
H38 -19.25 28.39 42.94
H39 -20.34 27.39 43.82
H40 -20.16 26.36 39.63
H41 -19.39 27.85 40.24
H42 -21.02 27.89 40.00
C15 -15.00 30.55 42.33
S2 -16.19 29.32 42.95
O8 -17.48 30.14 43.00
C16 -16.37 28.49 41.36
H43 -15.31 30.93 41.53
H44 -14.14 29.91 42.07
H45 -14.94 31.28 43.16
H46 -17.36 27.79 41.42
H47 -15.57 27.72 41.20
H48 -16.73 29.14 40.60
C17 -13.45 25.32 43.61
S3 -13.51 25.22 41.89
O9 -14.97 25.29 41.51
C18 -12.88 26.79 41.67
H49 -12.17 25.28 43.77
H50 -13.76 24.27 44.03
H51 -13.85 25.99 44.43
H52 -13.38 27.38 42.06
H53 -12.80 26.96 40.48
H54 -11.94 26.77 42.23
C19 -17.82 23.00 39.80
S4 -19.52 23.19 40.04
O10 -20.17 22.00 39.37
C20 -19.46 22.79 41.80
H55 -17.47 22.00 40.05
H56 -17.34 23.54 40.45
H57 -17.62 23.15 38.87
H58 -20.33 23.26 42.38
H59 -18.56 23.18 42.31
H60 -19.45 21.63 42.00
C21 -21.64 25.23 45.50
S5 -23.30 24.61 45.25
O11 -23.58 23.67 46.36
C22 -24.11 26.14 45.91
H61 -21.36 25.74 46.44
H62 -21.37 25.86 44.69
H63 -20.83 24.31 45.60
H64 -25.16 26.13 45.56
H65 -23.74 26.96 45.54
H66 -24.00 26.33 46.95
C23 -15.14 18.73 41.60
S6 -15.20 20.14 40.39
O12 -16.44 19.76 39.55
C24 -15.47 21.50 41.53
H67 -14.57 19.06 42.51
H68 -14.64 17.85 41.01
H69 -16.08 18.50 42.01
H70 -14.67 21.73 42.24
H71 -16.55 21.17 41.95
H72 -15.49 22.32 40.94
C25 -16.89 19.38 44.49
S7 -16.95 19.75 46.16
O13 -16.02 20.96 46.25
C26 -18.68 20.39 46.13
H73 -15.90 19.30 44.25
H74 -17.39 20.13 43.88
H75 -17.11 18.29 44.36
H76 -18.73 21.38 46.82
H77 -19.43 19.88 46.40
H78 -19.06 20.77 45.15

For the total energy, the calculation gives -4801.81151 Ha. The value obtained for the HOMO energy is -0.297 Eh. For the gap between HOMO and LUMO, the calculation gives 7.642 eV.

C26H78O26 | wB97M-V/def2-TZVPD

CARTESIAN COORDINATES (ANGSTROEM)
C1 -2.18 5.03 -1.50
C2 -3.71 5.18 -1.76
O1 -4.48 4.91 -0.53
O2 -1.73 3.93 -0.84
H1 -1.88 5.95 -1.01
H2 -1.58 5.29 -2.37
H3 -4.10 4.54 -2.56
H4 -3.87 6.21 -2.08
H5 -5.31 5.37 -0.64
H6 -2.05 3.97 0.06
C3 5.06 -0.25 0.35
C4 5.59 0.62 -0.85
O3 4.71 1.69 -1.17
O4 3.65 -0.46 0.20
H7 5.48 0.08 1.30
H8 5.49 -1.25 0.27
H9 5.84 0.03 -1.73
H10 6.51 1.16 -0.62
H11 4.00 1.21 -1.59
H12 3.33 0.42 0.42
C5 -4.33 -2.91 0.03
C6 -4.06 -1.45 -0.10
O5 -2.67 -1.21 -0.16
O6 -4.18 -3.44 1.36
H13 -3.64 -3.47 -0.60
H14 -5.33 -3.16 -0.33
H15 -4.65 -0.88 0.61
H16 -4.47 -1.08 -1.04
H17 -2.39 -1.16 0.76
H18 -4.46 -4.36 1.36
C7 -1.20 2.82 5.88
C8 -0.47 2.23 4.68
O7 -0.39 0.84 4.64
O8 -0.48 2.57 7.09
H19 -2.18 2.40 6.12
H20 -1.19 3.89 5.65
H21 0.55 2.57 4.81
H22 -0.82 2.56 3.70
H23 0.19 0.43 5.29
H24 -0.09 1.71 6.95
C9 0.19 -0.53 1.13
C10 0.26 0.16 -0.35
O9 0.73 1.48 -0.23
O10 -0.72 -0.03 2.00
H25 1.17 -0.63 1.60
H26 -0.20 -1.52 0.88
H27 -0.67 0.07 -0.91
H28 0.81 -0.48 -1.03
H29 0.06 2.16 -0.20
H30 -0.33 0.18 2.85
C11 4.16 -3.76 -1.51
C12 2.66 -3.52 -1.21
O11 2.42 -2.89 0.02
O12 4.69 -4.13 -0.30
H31 4.55 -2.76 -1.70
H32 4.32 -4.47 -2.32
H33 2.18 -4.51 -1.23
H34 2.24 -2.93 -2.03
H35 2.52 -1.93 0.06
H36 4.63 -3.33 0.22
C13 2.81 2.84 -4.54
C14 1.58 2.12 -3.85
O13 0.51 1.95 -4.66
O14 3.18 2.22 -5.68
H37 3.57 3.12 -3.81
H38 2.32 3.66 -5.06
H39 1.19 2.85 -3.14
H40 1.74 1.27 -3.19
H41 -0.29 2.37 -4.36
H42 4.03 2.59 -5.93
C15 -0.32 -2.90 -4.28
C16 -0.65 -1.48 -4.39
O15 -0.31 -0.91 -5.58
O16 1.07 -2.95 -4.72
H43 -0.79 -3.57 -5.00
H44 -0.49 -3.27 -3.27
H45 -0.34 -1.08 -3.43
H46 -1.73 -1.31 -4.41
H47 -0.71 -0.04 -5.52
H48 1.21 -2.35 -5.45
C17 -3.12 1.09 -4.81
C18 -3.01 1.64 -3.35
O17 -1.81 2.13 -3.03
O18 -4.09 -0.02 -4.88
H49 -2.12 0.75 -5.11
H50 -3.34 1.83 -5.57
H51 -3.22 0.88 -2.60
H52 -3.79 2.37 -3.13
H53 -1.84 2.69 -2.25
H54 -4.11 -0.42 -5.76
C19 -3.11 -0.90 3.78
C20 -4.49 -0.43 4.39
O19 -4.71 -0.62 5.78
O20 -3.13 -2.32 3.64
H55 -2.36 -0.63 4.53
H56 -2.74 -0.42 2.88
H57 -5.33 -0.79 3.79
H58 -4.55 0.66 4.46
H59 -4.12 -1.31 6.11
H60 -3.74 -2.58 2.95
C21 -1.13 -5.27 2.89
C22 -0.12 -4.18 2.41
O21 1.15 -4.64 2.01
O22 -2.07 -5.73 1.93
H61 -1.58 -4.94 3.83
H62 -0.51 -6.12 3.17
H63 0.14 -3.51 3.23
H64 -0.58 -3.75 1.53
H65 1.43 -3.98 1.37
H66 -2.66 -5.01 1.73
C23 1.76 5.21 -1.95
C24 2.04 6.50 -1.17
O23 2.71 7.42 -2.03
O24 1.32 5.35 -3.28
H67 1.11 4.64 -1.29
H68 2.75 4.74 -1.99
H69 2.53 6.25 -0.24
H70 1.03 6.91 -1.05
H71 2.54 8.33 -1.77
H72 1.94 5.95 -3.69
C25 3.24 -5.00 4.54
C26 2.27 -3.90 4.98
O25 2.43 -2.55 4.44
O26 4.46 -4.53 5.19
H73 3.40 -4.94 3.46
H74 3.02 -5.98 4.95
H75 2.40 -3.78 6.05
H76 1.22 -4.15 4.87
H77 1.62 -2.45 3.93
H78 5.18 -4.77 4.60

As for the spin multiplicity: 2. As for the charge: +1. For the total energy, the calculation gives -2992.90132 Ha. The value obtained for the HOMO energy (spin up / spin down) is -0.420 / -0.419 Eh. For the gap between HOMO and LUMO (spin up / spin down), the calculation gives 8.503 / 2.529 eV.